{"formula": "C33H52BrClN5O5PS", "method": "ωB97M-V with the def2-TZVPD basis set", "species": ["C", "C", "O", "C", "C", "C", "C", "P", "O", "Br", "S", "O", "O", "O", "C", "Cl", "C", "C", "C", "C", "C", "C", "H", "H", "H", "H", "H", "H", "H", "H", "H", "H", "H", "H", "H", "H", "H", "H", "H", "C", "C", "C", "C", "N", "H", "H", "H", "H", "H", "H", "H", "C", "C", "C", "C", "N", "H", "H", "H", "H", "H", "H", "H", "C", "C", "C", "C", "N", "H", "H", "H", "H", "H", "H", "H", "C", "C", "C", "C", "N", "H", "H", "H", "H", "H", "H", "H", "C", "C", "C", "C", "N", "H", "H", "H", "H", "H", "H", "H"], "positions_angstrom": [[-2.4976, -4.3754, -0.3682], [-1.2695, -4.1164, 0.5171], [-1.4568, -2.9539, 1.3360], [-0.4090, -2.9262, 2.2994], [-0.9321, -3.6579, 3.5874], [-2.3660, -3.2473, 4.0303], [0.0904, -3.6138, 4.8101], [-0.6694, -2.9810, 6.4125], [0.2102, -3.7589, 7.5780], [-0.2458, -0.7969, 6.6763], [1.5470, -2.7121, 4.2649], [2.3976, -3.4569, 3.3833], [2.2609, -2.3498, 5.4599], [0.9900, -1.3301, 3.6468], [0.1138, -1.4883, 2.5205], [-1.3024, -0.3779, 2.8386], [0.8334, -0.8838, 1.3130], [0.5875, -1.2328, 0.0007], [1.2408, -0.6234, -1.0610], [2.1620, 0.3836, -0.8433], [2.4292, 0.7248, 0.4827], [1.7847, 0.1164, 1.5299], [-2.8367, -3.4615, -0.8618], [-2.2091, -5.1385, -1.1038], [-3.2663, -4.7918, 0.2888], [-0.3742, -3.9864, -0.1206], [-1.0869, -5.0288, 1.1086], [0.4065, -3.5187, 1.8544], [-1.0062, -4.7217, 3.3180], [-2.4180, -2.2352, 4.4453], [-3.1211, -3.3229, 3.2377], [-2.6716, -3.9864, 4.7869], [0.4405, -4.6368, 5.0117], [1.0864, -3.3471, 7.6676], [-0.1436, -1.9927, -0.2592], [1.0208, -0.8952, -2.0947], [2.6707, 0.9003, -1.6531], [3.1529, 1.5218, 0.6501], [2.0368, 0.4530, 2.5341], [5.3842, 3.0280, -2.7648], [5.4105, 4.4240, -2.1545], [4.7979, 4.4713, -0.7506], [3.3873, 4.0529, -0.7943], [2.2819, 3.7267, -0.8292], [4.3619, 2.6659, -2.8962], [5.8537, 3.0365, -3.7475], [5.9233, 2.3148, -2.1360], [4.8753, 5.1097, -2.8134], [6.4440, 4.7708, -2.1029], [4.8496, 5.4836, -0.3483], [5.3412, 3.8108, -0.0723], [-0.9924, -0.0015, -5.1614], [-2.4481, 0.0179, -4.7084], [-2.6701, -0.7257, -3.3875], [-2.2878, -2.1416, -3.5237], [-1.9849, -3.2487, -3.6300], [-0.6463, -1.0183, -5.3544], [-0.8748, 0.5627, -6.0872], [-0.3412, 0.4460, -4.4070], [-3.0708, -0.4247, -5.4888], [-2.7716, 1.0538, -4.5891], [-3.7196, -0.6737, -3.0960], [-2.0755, -0.2754, -2.5903], [-7.8853, -6.1414, 1.4513], [-6.6424, -7.0239, 1.4804], [-5.6192, -6.5779, 2.5304], [-5.1597, -5.2077, 2.2492], [-4.7983, -4.1367, 2.0219], [-7.6405, -5.1133, 1.1800], [-8.5966, -6.5116, 0.7128], [-8.3818, -6.1307, 2.4240], [-6.1792, -7.0205, 0.4914], [-6.9393, -8.0530, 1.6919], [-4.7561, -7.2449, 2.5235], [-6.0583, -6.6040, 3.5289], [3.1076, 7.6891, -4.8083], [3.1259, 7.3076, -6.2847], [3.3350, 5.8064, -6.5088], [4.6250, 5.3784, -5.9432], [5.6328, 5.0470, -5.4930], [4.0608, 7.4669, -4.3253], [2.9275, 8.7583, -4.6941], [2.3191, 7.1543, -4.2742], [3.9164, 7.8681, -6.7883], [2.1805, 7.6048, -6.7426], [3.3275, 5.5784, -7.5751], [2.5356, 5.2340, -6.0352], [-0.8515, 4.2390, 2.1596], [0.3837, 3.3474, 2.2108], [1.3716, 3.7573, 3.3072], [1.8536, 5.1308, 3.0795], [2.2321, 6.2039, 2.8955], [-0.5908, 5.2724, 1.9235], [-1.5370, 3.8919, 1.3858], [-1.3842, 4.2287, 3.1138], [0.8812, 3.3730, 1.2394], [0.0716, 2.3154, 2.3840], [2.2295, 3.0831, 3.3124], [0.8975, 3.7080, 4.2891]], "total_energy_ha": -5712.332427, "total_charge": 0}


{"formula": "C33H52Cl10O3", "method": "ωB97M-V with the def2-TZVPD basis set", "species": ["C", "O", "C", "C", "C", "C", "C", "C", "C", "C", "C", "C", "C", "C", "C", "C", "C", "C", "C", "C", "C", "O", "C", "C", "C", "O", "H", "H", "H", "H", "H", "H", "H", "H", "H", "H", "H", "H", "H", "H", "H", "H", "H", "H", "H", "H", "H", "H", "H", "H", "H", "H", "H", "H", "H", "H", "H", "H", "Cl", "C", "C", "Cl", "H", "H", "H", "H", "Cl", "C", "C", "Cl", "H", "H", "H", "H", "Cl", "C", "C", "Cl", "H", "H", "H", "H", "Cl", "C", "C", "Cl", "H", "H", "H", "H", "Cl", "C", "C", "Cl", "H", "H", "H", "H"], "positions_angstrom": [[1.9474, -1.9801, 3.3097], [1.8119, -0.8311, 2.4897], [2.6466, -0.8780, 1.3191], [1.8030, -0.3887, 0.1280], [1.9514, 1.1071, -0.2121], [1.9194, 2.0632, 1.0029], [0.5369, 2.7312, 1.2627], [0.6082, 4.2703, 1.1352], [-0.4436, 5.0073, 1.9922], [-1.8457, 4.9582, 1.3792], [-2.9713, 5.3994, 2.3504], [-3.6679, 4.1498, 2.9335], [-5.0887, 3.9318, 2.3564], [-5.6438, 2.6169, 2.9239], [-7.0136, 2.2526, 2.3984], [-8.1405, 2.6250, 3.1036], [-9.4123, 2.3000, 2.7066], [-9.5683, 1.5658, 1.5518], [-8.4508, 1.2190, 0.8112], [-7.1880, 1.5551, 1.2215], [-8.6504, 0.4557, -0.4788], [-7.8993, 0.5780, -1.4330], [-9.8629, -0.4300, -0.5211], [-10.9268, -0.0990, 0.1994], [-10.9257, 1.1317, 1.0732], [-11.9683, 1.6803, 1.3729], [0.9845, -2.1170, 3.8221], [2.1383, -2.9019, 2.7504], [2.6885, -1.7854, 4.0980], [3.5191, -0.2458, 1.5438], [3.0278, -1.8859, 1.1262], [0.7509, -0.6692, 0.2344], [2.1574, -0.9412, -0.7557], [2.8355, 1.3129, -0.8248], [1.0933, 1.3693, -0.8494], [2.6127, 2.8832, 0.7708], [2.2828, 1.6210, 1.9343], [-0.2388, 2.3599, 0.5819], [0.2116, 2.4588, 2.2768], [1.6054, 4.6471, 1.3880], [0.4260, 4.5121, 0.0765], [-0.0971, 6.0495, 2.0626], [-0.3907, 4.5927, 3.0092], [-1.9951, 3.9407, 1.0156], [-1.8741, 5.6312, 0.5154], [-3.6618, 6.1260, 1.9146], [-2.4696, 5.8895, 3.1971], [-3.7711, 4.1762, 4.0265], [-3.1201, 3.2276, 2.7012], [-5.7382, 4.7775, 2.6223], [-5.0316, 3.9244, 1.2592], [-4.9571, 1.8157, 2.6207], [-5.6861, 2.6613, 4.0165], [-8.0332, 3.1967, 4.0241], [-10.2848, 2.6039, 3.2759], [-6.3250, 1.2749, 0.6223], [-9.8405, -1.3263, -1.1348], [-11.7883, -0.7626, 0.1725], [3.1568, -4.0341, -0.7596], [4.7294, -4.8480, -0.5431], [4.9899, -5.2130, 0.8954], [5.2461, -3.7717, 1.9160], [5.5042, -4.1905, -0.9339], [4.7052, -5.7496, -1.1524], [5.8921, -5.8142, 0.9657], [4.1666, -5.7840, 1.3189], [5.6338, -8.2690, -0.1292], [7.2115, -9.0696, 0.0916], [7.4675, -9.4204, 1.5345], [7.7072, -7.9698, 2.5411], [7.9817, -8.4100, -0.3014], [7.1955, -9.9752, -0.5130], [8.3761, -10.0161, 1.6118], [6.6456, -9.9930, 1.9577], [4.9414, -0.7803, -1.2564], [4.8759, -0.6523, -3.0305], [5.6280, -1.7688, -3.7077], [7.3900, -1.6442, -3.4569], [5.2660, 0.3231, -3.3122], [3.8241, -0.6942, -3.3130], [5.4591, -1.7297, -4.7835], [5.3051, -2.7433, -3.3478], [7.4545, -5.9015, -6.5047], [8.8252, -4.8487, -6.9423], [8.5864, -3.4124, -6.5520], [7.2989, -2.6538, -7.5246], [8.9983, -4.9488, -8.0113], [9.6988, -5.2307, -6.4158], [9.4918, -2.8301, -6.7182], [8.3128, -3.3229, -5.5033], [-3.0200, 3.4560, -1.3326], [-4.3892, 4.3744, -2.0143], [-3.9390, 5.5847, -2.7925], [-3.2324, 6.8406, -1.7441], [-5.0493, 4.6504, -1.1945], [-4.9274, 3.6945, -2.6734], [-4.7944, 6.0362, -3.2933], [-3.2006, 5.3213, -3.5462]], "total_energy_ha": -6116.243272, "total_charge": 0}


{"formula": "C33H53BCl13N2O8P", "method": "ωB97M-V with the def2-TZVPD basis set", "species": ["C", "C", "O", "O", "C", "C", "C", "C", "C", "C", "C", "C", "C", "C", "Cl", "C", "P", "O", "C", "B", "O", "O", "C", "C", "C", "O", "N", "N", "C", "C", "C", "O", "C", "O", "H", "H", "H", "H", "H", "H", "H", "H", "H", "H", "H", "H", "H", "H", "H", "H", "H", "H", "H", "H", "H", "H", "H", "H", "H", "H", "H", "H", "H", "Cl", "C", "C", "Cl", "H", "H", "H", "H", "Cl", "C", "C", "Cl", "H", "H", "H", "H", "Cl", "C", "C", "Cl", "H", "H", "H", "H", "Cl", "C", "C", "Cl", "H", "H", "H", "H", "Cl", "C", "C", "Cl", "H", "H", "H", "H", "Cl", "C", "C", "Cl", "H", "H", "H", "H"], "positions_angstrom": [[-0.4068, 3.3943, -9.1213], [-1.6540, 2.6027, -9.4109], [-2.7001, 3.1135, -9.6710], [-1.4962, 1.2474, -9.3777], [-1.6550, 0.6706, -8.0618], [-3.1099, 0.5875, -7.6312], [-3.2985, -0.4281, -6.4865], [-3.9716, 0.1782, -5.2573], [-4.2005, -0.8401, -4.1273], [-3.1924, -0.7252, -2.9618], [-3.7976, -0.2233, -1.6395], [-3.6583, -1.2206, -0.4640], [-3.1956, -0.6220, 0.8350], [-3.9259, -0.7150, 2.0338], [-5.4235, -1.5961, 2.0489], [-3.5050, -0.1481, 3.2606], [-4.4786, -0.3794, 4.7643], [-4.4443, -1.7393, 5.3487], [-2.2941, 0.5526, 3.3343], [-1.6675, 1.2718, 4.6061], [-0.6852, 0.6514, 5.3045], [-2.0843, 2.5430, 4.9462], [-1.5609, 0.6016, 2.1584], [-1.9811, 0.0536, 0.9591], [-0.8713, 0.3284, -0.0177], [-0.9054, 0.4766, -1.1926], [0.3595, 0.5360, 0.7824], [0.7320, -0.8563, 1.0772], [1.6427, -1.3000, 0.0084], [1.4240, -0.9458, 2.3721], [0.7511, -1.8125, 3.3961], [2.4413, -0.3504, 2.5666], [-0.2171, 1.1884, 1.9555], [0.2737, 2.1047, 2.5357], [-0.4279, 4.2884, -9.7410], [0.4991, 2.8321, -9.3333], [-0.4052, 3.6993, -8.0746], [-1.0648, 1.2646, -7.3563], [-1.2064, -0.3188, -8.1319], [-3.6972, 0.3193, -8.5075], [-3.4312, 1.5708, -7.2818], [-2.3422, -0.8771, -6.2042], [-3.9430, -1.2327, -6.8470], [-3.3380, 0.9944, -4.8955], [-4.9143, 0.6341, -5.5692], [-4.1217, -1.8475, -4.5384], [-5.2097, -0.7128, -3.7430], [-2.3559, -0.0959, -3.2685], [-2.7635, -1.7159, -2.7965], [-4.8665, -0.0683, -1.7926], [-3.3823, 0.7459, -1.3638], [-4.6458, -1.6369, -0.2875], [-3.0081, -2.0575, -0.7250], [-5.7691, 0.0552, 4.4263], [-3.9326, 0.6001, 5.6101], [-0.0025, 1.3069, 5.5115], [-2.1658, 3.1232, 4.1820], [2.3145, -0.4931, -0.2783], [1.0870, -1.6642, -0.8506], [2.2557, -2.1220, 0.3811], [-0.1635, -2.2477, 3.0008], [0.4900, -1.1844, 4.2525], [1.4178, -2.6139, 3.7096], [2.4886, 1.3448, 5.1444], [3.4135, 0.3546, 6.3140], [3.4531, -1.1002, 5.9398], [1.8629, -1.8827, 6.1385], [2.9830, 0.4938, 7.2999], [4.4221, 0.7605, 6.3069], [4.1489, -1.6135, 6.6009], [3.7737, -1.2450, 4.9116], [2.0183, -2.6958, -3.0723], [3.4726, -1.9335, -3.7720], [4.7520, -2.5734, -3.3021], [5.0796, -2.3032, -1.5676], [3.4378, -0.8769, -3.5188], [3.3989, -2.0385, -4.8530], [5.5835, -2.1363, -3.8522], [4.7483, -3.6481, -3.4636], [-4.8658, -5.1982, -1.8284], [-6.2696, -4.4237, -1.0492], [-7.3348, -4.0401, -2.0443], [-6.7833, -2.7331, -3.1255], [-5.9052, -3.5540, -0.5081], [-6.6762, -5.1370, -0.3346], [-8.2118, -3.6750, -1.5126], [-7.6251, -4.8830, -2.6656], [7.5867, 2.5947, 2.8136], [6.6733, 1.1092, 2.4385], [5.7369, 0.7237, 3.5517], [6.6151, 0.1916, 5.0224], [7.3930, 0.3214, 2.2329], [6.0945, 1.3060, 1.5377], [5.1125, -0.1080, 3.2295], [5.0911, 1.5505, 3.8337], [4.1606, 0.9730, -1.4426], [3.7879, 2.6627, -1.8636], [2.5376, 2.7554, -2.6996], [2.7628, 2.0450, -4.3235], [4.6502, 3.0766, -2.3796], [3.6393, 3.2041, -0.9308], [2.2671, 3.7999, -2.8427], [1.7086, 2.2353, -2.2255], [6.8077, 1.1382, 9.1102], [5.5882, 2.4361, 9.1675], [4.5628, 2.2072, 10.2485], [3.5316, 0.7960, 9.8949], [5.1212, 2.4923, 8.1872], [6.1173, 3.3680, 9.3581], [3.9086, 3.0743, 10.3195], [5.0297, 2.0383, 11.2150]], "total_energy_ha": -8349.462176, "total_charge": 0}